(1)
The following is a quantum chemistry calculation of 5 unconnected molecules or ions with the total composition C12H25Cl2NO11, from the OMol25 dataset.

Each line ends with the Mulliken charge.
Element x y z (Å)
1 C 0.395 1.004 -3.858  -0.55
2 N 1.551 0.908 -4.782  0.94
3 O 1.356 0.509 -5.902  -0.56
4 O 2.638 1.193 -4.339  -0.54
5 H -0.147 0.069 -3.948  0.26
6 H -0.168 1.898 -4.121  0.31
7 H 0.658 1.139 -2.816  0.11
8 C 2.055 2.752 5.169  -0.63
9 O 2.251 3.031 3.780  -0.34
10 C 1.588 2.267 2.952  0.78
11 O 0.786 1.424 3.242  -0.57
12 O 1.937 2.583 1.712  -0.36
13 C 1.320 1.848 0.685  -0.15
14 H 2.666 3.466 5.707  0.22
15 H 2.402 1.734 5.345  0.30
16 H 1.011 2.797 5.471  0.29
17 H 1.405 2.426 -0.234  0.27
18 H 0.253 1.667 0.841  0.10
19 H 1.832 0.902 0.506  0.11
20 C -3.819 1.509 1.079  -0.54
21 O -4.297 0.205 0.771  -0.21
22 C -5.344 -0.277 1.424  0.74
23 O -5.880 0.243 2.351  -0.56
24 O -5.653 -1.431 0.864  -0.27
25 C -6.908 -2.007 1.301  -0.66
26 H -2.748 1.596 0.917  0.03
27 H -3.962 1.730 2.139  0.36
28 H -4.414 2.200 0.485  0.30
29 H -7.110 -2.775 0.562  0.21
30 H -7.670 -1.230 1.236  0.31
31 H -6.807 -2.348 2.328  0.29
32 C 5.517 -0.028 -2.408  -0.51
33 O 5.225 -1.266 -1.753  -0.34
34 C 4.225 -1.218 -0.888  0.84
35 O 3.470 -0.305 -0.681  -0.50
36 O 4.217 -2.390 -0.252  -0.36
37 C 3.131 -2.713 0.590  -0.53
38 H 4.586 0.465 -2.677  0.19
39 H 6.125 -0.245 -3.276  0.23
40 H 6.002 0.694 -1.749  0.29
41 H 2.779 -1.817 1.096  0.25
42 H 3.435 -3.493 1.284  0.27
43 H 2.317 -3.180 0.032  0.18
44 Cl 0.426 -2.163 -1.985  -0.20
45 C -0.899 -1.947 -0.825  -0.22
46 C -2.245 -2.051 -1.523  -0.23
47 Cl -2.578 -0.788 -2.687  -0.19
48 H -0.709 -0.962 -0.402  -0.04
49 H -0.817 -2.672 -0.019  0.42
50 H -2.987 -1.947 -0.727  0.11
51 H -2.396 -3.006 -2.016  0.36

The relative energy (zero: lowest compared OMol25 entry of this formula, charge and spin) is 0.000 eV. The structure (SMILES) is C[N+](=O)[O-].COC(=O)OC.COC(=O)OC.COC(=O)OC.ClCCCl. Its LUMO energy is 0.43 eV. As for the energy: -2274.9311 Eh.

(2)
The following is a quantum chemistry calculation of 3 unconnected molecules or ions with the total composition C4H12NO2S, from the OMol25 dataset.

Each line ends with the Mulliken charge.
Element x y z (Å)
1 C -1.138 -0.710 -0.264  -1.65
2 C -0.548 0.743 -0.323  0.94
3 C -1.057 1.777 0.658  -1.59
4 S -2.886 2.085 0.660  -0.17
5 N 0.951 0.624 -0.334  -0.41
6 C 1.614 -0.249 0.713  -0.48
7 O 1.700 -1.599 0.383  -0.81
8 H -2.252 -0.762 -0.220  0.37
9 H -0.698 -1.393 0.406  0.55
10 H -1.030 -1.235 -1.176  0.42
11 H -0.890 1.137 -1.310  0.11
12 H -0.734 2.815 0.412  0.32
13 H -0.366 1.574 1.548  0.37
14 H -1.661 0.390 1.984  0.30
15 H 1.327 1.568 -0.304  0.26
16 H 1.096 0.104 1.574  0.32
17 H 2.675 0.192 1.080  0.23
18 H 1.761 -2.271 -2.499  0.27
19 H 1.189 -2.261 -0.979  0.41
20 O 0.948 -2.530 -2.007  -0.76

As for the total charge: -1. The relative energy (zero: lowest compared OMol25 entry of this formula, charge and spin) is 7.172 eV. Its LUMO energy is 0.28 eV. As for the energy: -762.8017 Eh.

(3)
The following is a quantum chemistry calculation of 2 unconnected molecules or ions with the total composition C5H14NO2, from the OMol25 dataset.

Each line ends with the Mulliken charge.
Element x y z (Å)
1 O -2.039 1.027 0.828  -0.48
2 C -0.962 0.662 1.228  -0.06
3 C -0.015 -0.068 0.317  -0.09
4 C 1.322 0.785 0.250  0.48
5 C 2.501 -0.175 0.404  -1.60
6 C 1.356 1.757 -0.918  -1.46
7 N -0.708 -0.184 -1.000  -0.23
8 H -0.587 1.031 2.187  0.43
9 H 0.268 -1.070 0.630  0.47
10 H 1.283 1.300 1.205  0.22
11 H 3.455 0.340 0.388  0.41
12 H 2.528 -0.934 -0.389  0.35
13 H 2.467 -0.627 1.395  0.41
14 H 0.662 2.570 -0.685  0.40
15 H 1.196 1.318 -1.902  0.39
16 H 2.319 2.250 -0.925  0.40
17 H -0.056 -0.215 -1.780  0.30
18 H -1.255 -1.063 -0.973  0.30
19 H -1.374 0.599 -1.056  0.38
20 H -0.912 -3.443 -1.123  0.34
21 H -1.538 -3.475 0.247  0.32
22 O -1.491 -2.920 -0.544  -0.69

As for the total charge: +1. The relative energy (zero: lowest compared OMol25 entry of this formula, charge and spin) is 1.277 eV. Its LUMO energy is -3.26 eV. As for the energy: -403.8944 Eh.

(4)
The following is a quantum chemistry calculation of a gas-phase ion, C4H6ClN2O (charge +1), from the OMol25 dataset.

Each line ends with the Mulliken charge.
Element x y z (Å)
1 C -0.835 0.427 -1.366  -0.07
2 C 0.166 0.546 0.608  0.63
3 C 0.445 -1.436 -0.565  -0.08
4 C 0.459 1.257 1.820  -1.02
5 N -0.662 1.086 -0.257  -0.23
6 N -0.356 -0.772 -1.580  0.04
7 O 0.873 -0.573 0.396  -0.23
8 Cl -0.730 -2.616 0.224  -0.04
9 H -1.440 0.943 -2.220  0.35
10 H 1.102 -2.166 -0.935  0.41
11 H 1.262 0.855 2.484  0.30
12 H -0.533 1.283 2.394  0.30
13 H 0.720 2.178 1.544  0.36
14 H -0.472 -1.011 -2.546  0.27

As for the total charge: +1. The relative energy (zero: lowest compared OMol25 entry of this formula, charge and spin) is 0.567 eV. The spin multiplicity is 3. Its LUMO energy (spin up / spin down) is -3.69 / -9.61 eV. As for the energy: -800.5197 Eh.

(5)
The following is a quantum chemistry calculation of C6H9NO2 in the gas phase, from the OMol25 dataset.

Each line ends with the Mulliken charge.
Element x y z (Å)
1 C -1.626 1.789 -0.115  -0.60
2 O -0.556 1.389 -0.956  -0.41
3 C -0.015 0.177 -0.603  1.15
4 C 1.371 -0.113 -1.195  -0.79
5 N 1.931 -0.028 0.190  -0.50
6 C 0.632 0.049 0.794  -0.32
7 C 0.132 -1.243 1.229  -0.47
8 C -0.665 -1.783 0.273  -0.29
9 O -0.901 -0.954 -0.843  -0.45
10 H -2.643 1.299 -0.467  0.24
11 H -1.637 2.989 -0.134  0.23
12 H -1.446 1.502 0.969  0.26
13 H 1.381 -1.137 -1.629  0.24
14 H 1.930 0.572 -1.951  0.27
15 H 2.482 -0.777 0.593  0.30
16 H 0.375 0.869 1.514  0.40
17 H 0.464 -1.871 2.105  0.31
18 H -1.209 -2.727 0.227  0.45

The relative energy (zero: lowest compared OMol25 entry of this formula, charge and spin) is 3.238 eV. The structure (SMILES) is CO[C@@]12CN[C@@H]1C=CO2. Its LUMO energy is 0.96 eV. As for the energy: -439.1574 Eh.

(6)
The following is a quantum chemistry calculation of C5H8O in the gas phase, from the OMol25 dataset.

Each line ends with the Mulliken charge.
Element x y z (Å)
1 C -1.688 -0.373 0.613  -1.11
2 C -0.742 0.854 -0.012  0.44
3 O -0.933 1.985 0.356  -0.56
4 C 0.349 0.281 -0.839  0.05
5 C 1.853 0.167 -0.744  -0.58
6 C 1.009 -0.438 0.337  -0.52
7 H -2.629 -0.268 0.088  0.34
8 H -1.527 -1.483 0.608  0.39
9 H -1.833 -0.145 1.674  0.31
10 H -0.057 -0.424 -1.561  0.16
11 H 2.510 0.983 -0.444  0.26
12 H 2.277 -0.456 -1.528  0.24
13 H 0.383 -1.310 0.510  0.42
14 H 1.033 0.195 1.224  0.16

The relative energy (zero: lowest compared OMol25 entry of this formula, charge and spin) is 3.211 eV. The structure (SMILES) is CC(=O)C1CC1. Its LUMO energy is 0.98 eV. As for the energy: -270.4399 Eh.

(7)
The following is a quantum chemistry calculation of C4H9NO2 in the gas phase, from the OMol25 dataset.

Each line ends with the Mulliken charge.
Element x y z (Å)
1 C -0.849 1.158 -0.694  -1.29
2 C -0.273 0.346 0.469  0.29
3 C -0.958 -1.010 0.629  -0.74
4 O -0.491 -1.728 1.749  -0.54
5 N 1.188 0.216 0.315  -0.25
6 C 1.697 -0.099 -0.917  0.00
7 O 1.203 -0.897 -1.687  -0.50
8 H -0.526 2.203 -0.631  0.34
9 H -1.941 1.130 -0.694  0.37
10 H -0.512 0.758 -1.653  0.36
11 H -0.415 0.891 1.408  0.35
12 H -2.024 -0.829 0.804  0.35
13 H -0.851 -1.582 -0.301  0.31
14 H 0.431 -1.960 1.571  0.34
15 H 1.727 0.911 0.813  0.28
16 H 2.593 0.491 -1.180  0.34

The relative energy (zero: lowest compared OMol25 entry of this formula, charge and spin) is 1.109 eV. The structure (SMILES) is C[C@@H](CO)NC=O. Its LUMO energy is 0.76 eV. As for the energy: -363.0448 Eh.

(8)
The following is a quantum chemistry calculation of 14 unconnected molecules or ions with the total composition C49H100F12N5O30P3, from the OMol25 dataset.

Each line ends with the Mulliken charge.
Element x y z (Å)
1 C -2.592 3.853 -0.619  -1.39
2 C -1.751 3.213 -1.736  -0.85
3 C -1.325 1.822 -1.274  0.87
4 C -0.203 1.721 -0.229  -0.12
5 N -0.013 0.296 0.326  0.85
6 C 1.291 0.078 1.059  -0.23
7 C 1.637 -1.395 0.987  0.71
8 C 1.063 -1.811 -0.388  -1.13
9 C 0.047 -0.802 -0.797  0.17
10 C -1.127 -0.137 1.381  -0.47
11 H -3.527 3.295 -0.582  0.13
12 H -2.961 4.811 -0.987  0.51
13 H -2.008 3.978 0.293  0.23
14 H -0.886 3.829 -1.984  0.44
15 H -2.299 3.221 -2.679  0.32
16 H -0.963 1.382 -2.203  -0.07
17 H -2.165 1.196 -0.974  -0.26
18 H -0.320 2.470 0.554  0.40
19 H 0.682 2.008 -0.797  -0.28
20 H 1.139 0.394 2.091  0.15
21 H 2.074 0.633 0.543  -0.25
22 H 1.202 -2.010 1.775  -1.25
23 H 2.708 -1.593 0.999  0.90
24 H 0.560 -2.776 -0.332  0.54
25 H 1.885 -1.875 -1.102  0.16
26 H -0.945 -1.254 -0.802  0.13
27 H 0.297 -0.274 -1.717  0.19
28 H -2.106 -0.042 0.910  0.34
29 H -1.086 0.466 2.288  0.19
30 H -1.009 -1.203 1.577  -0.25
31 P -2.330 0.378 5.477  1.67
32 F -1.794 -0.629 4.326  -0.48
33 F -1.485 -0.584 6.452  -0.41
34 F -0.989 1.191 5.170  -0.31
35 F -2.702 1.331 6.709  -0.34
36 F -3.244 1.193 4.412  -0.42
37 F -3.672 -0.503 5.659  -0.42
38 C 0.357 2.705 -6.797  -1.15
39 C -1.265 2.664 -6.756  0.22
40 C -1.769 1.906 -5.481  -0.29
41 O -1.521 0.503 -5.258  0.11
42 C -2.141 -0.326 -6.244  -0.74
43 N -1.803 4.026 -6.729  -0.67
44 H 0.639 3.192 -5.864  0.17
45 H 0.631 3.304 -7.665  0.44
46 H 0.692 1.668 -6.824  0.30
47 H -1.628 2.248 -7.696  0.50
48 H -2.851 2.021 -5.427  0.34
49 H -1.349 2.387 -4.597  -0.41
50 H -1.990 -1.395 -6.098  0.04
51 H -1.749 -0.149 -7.245  0.31
52 H -3.211 -0.119 -6.276  0.36
53 H -1.476 4.463 -5.879  0.32
54 H -1.262 4.534 -7.414  0.32
55 C 3.054 3.881 0.361  -1.16
56 C 4.322 3.496 -0.363  0.88
57 C 4.084 2.856 -1.774  -1.14
58 O 3.249 1.706 -1.586  0.30
59 C 2.932 0.936 -2.750  -0.64
60 N 5.217 4.663 -0.413  -0.72
61 H 2.486 4.497 -0.335  0.31
62 H 3.157 4.625 1.150  0.53
63 H 2.433 3.055 0.707  -0.17
64 H 4.775 2.718 0.252  0.11
65 H 5.023 2.635 -2.281  0.40
66 H 3.628 3.569 -2.462  0.38
67 H 2.464 1.547 -3.521  0.36
68 H 2.102 0.270 -2.516  -0.17
69 H 3.811 0.417 -3.133  0.32
70 H 5.886 4.577 0.338  0.29
71 H 4.699 5.524 -0.310  0.29
72 C 9.227 -2.411 1.327  -1.25
73 C 9.021 -0.872 0.995  0.37
74 C 7.551 -0.483 0.911  -0.56
75 O 6.828 -1.274 -0.017  -0.44
76 C 5.527 -0.891 -0.268  -0.12
77 N 9.680 -0.135 2.049  -0.72
78 H 8.645 -2.747 2.185  0.24
79 H 10.293 -2.627 1.396  0.39
80 H 8.932 -3.004 0.460  0.32
81 H 9.516 -0.666 0.046  0.24
82 H 7.496 0.565 0.615  0.23
83 H 7.071 -0.538 1.888  0.35
84 H 5.652 0.123 -0.648  0.13
85 H 4.877 -0.888 0.607  0.11
86 H 4.991 -1.523 -0.977  0.25
87 H 10.676 -0.231 1.910  0.26
88 H 9.536 0.864 2.010  0.23
89 C -1.410 -4.289 5.696  -1.38
90 C -1.507 -4.656 4.185  0.60
91 C -0.588 -3.825 3.227  0.47
92 O 0.734 -3.644 3.783  0.50
93 C 1.560 -4.776 3.866  -0.97
94 N -1.476 -6.081 3.922  -0.68
95 H -1.589 -3.237 5.921  0.23
96 H -0.432 -4.594 6.069  0.21
97 H -2.133 -4.818 6.317  0.43
98 H -2.530 -4.355 3.960  -0.14
99 H -0.883 -2.778 3.163  -0.95
100 H -0.523 -4.241 2.222  0.37
101 H 2.433 -4.521 4.466  0.31
102 H 1.871 -5.148 2.890  0.18
103 H 1.126 -5.658 4.338  0.23
104 H -2.148 -6.514 4.540  0.30
105 H -0.622 -6.554 4.181  0.31
106 C -0.220 -2.842 -3.909  0.21
107 O -0.685 -4.166 -4.046  0.32
108 P -1.745 -4.487 -5.240  0.32
109 O -1.390 -4.085 -6.612  -0.73
110 O -2.052 -6.056 -5.035  -0.27
111 C -1.167 -7.129 -5.202  -0.65
112 O -3.092 -3.834 -4.610  -0.16
113 C -3.540 -4.124 -3.292  -0.24
114 H 0.412 -2.602 -4.765  0.42
115 H 0.246 -2.699 -2.934  -0.29
116 H -1.035 -2.129 -4.028  -0.23
117 H -1.376 -7.691 -6.113  0.27
118 H -1.486 -7.763 -4.375  0.28
119 H -0.113 -6.886 -5.062  0.24
120 H -3.256 -3.341 -2.590  -0.04
121 H -3.139 -5.074 -2.938  0.35
122 H -4.627 -4.149 -3.217  0.19
123 C -5.224 -1.028 -4.483  -0.47
124 O -5.952 -1.268 -3.255  -0.34
125 P -5.370 -0.757 -1.757  -0.63
126 O -3.939 -0.374 -1.768  1.03
127 O -6.467 0.383 -1.279  -0.38
128 C -6.279 1.770 -1.520  -0.63
129 O -5.664 -1.989 -0.782  0.11
130 C -6.880 -2.692 -0.847  -0.92
131 H -5.804 -1.569 -5.230  0.33
132 H -4.178 -1.304 -4.349  0.05
133 H -5.365 0.027 -4.719  0.35
134 H -6.133 2.341 -0.603  0.27
135 H -7.187 2.121 -2.010  0.33
136 H -5.457 1.901 -2.223  0.19
137 H -6.879 -3.281 0.070  0.27
138 H -6.821 -3.296 -1.752  0.19
139 H -7.764 -2.055 -0.869  0.32
140 C -2.131 4.291 5.114  0.44
141 C -2.620 4.564 3.751  0.71
142 O -1.931 5.747 3.332  -0.32
143 C -1.441 6.328 4.417  0.63
144 O -1.050 7.503 4.402  -0.64
145 O -1.462 5.522 5.481  -0.35
146 F -3.878 4.952 3.743  -0.37
147 H -1.445 3.445 5.067  -0.42
148 H -2.882 4.026 5.858  0.34
149 H -2.624 3.692 3.097  0.00
150 C 2.327 -1.502 6.040  -0.57
151 C 1.700 -0.701 4.855  0.82
152 O 2.728 -1.012 3.857  0.18
153 C 3.874 -1.304 4.504  0.30
154 O 4.902 -1.623 3.966  -0.59
155 O 3.685 -1.233 5.838  -0.40
156 F 1.687 0.677 5.153  -0.18
157 H 2.003 -2.542 5.990  0.06
158 H 2.107 -1.086 7.023  0.41
159 H 0.666 -1.045 4.861  -0.30
160 C 3.019 5.302 4.811  -0.52
161 C 2.430 4.315 5.776  0.29
162 O 1.670 3.485 4.959  -0.04
163 C 1.449 4.081 3.792  0.27
164 O 0.672 3.643 2.988  -0.27
165 O 2.165 5.255 3.726  -0.31
166 F 1.699 5.020 6.706  -0.31
167 H 3.994 4.976 4.449  0.31
168 H 3.006 6.314 5.216  0.32
169 H 3.203 3.793 6.339  0.27
170 C -1.345 8.739 -3.963  -0.48
171 C -0.758 8.334 -2.650  0.27
172 O -0.502 6.977 -2.774  -0.16
173 C -1.245 6.490 -3.754  0.48
174 O -1.181 5.319 -4.147  -0.60
175 O -1.915 7.540 -4.340  -0.33
176 F -1.609 8.573 -1.666  -0.29
177 H -0.507 8.947 -4.629  0.32
178 H -1.961 9.622 -3.794  0.35
179 H 0.162 8.892 -2.474  0.29
180 C -5.331 -1.530 2.343  -0.63
181 C -5.337 -2.793 3.131  0.59
182 O -4.215 -3.493 2.560  -0.45
183 C -3.584 -2.734 1.586  0.54
184 O -2.575 -3.013 0.959  -0.45
185 O -4.213 -1.553 1.490  0.00
186 F -6.438 -3.512 2.882  -0.33
187 H -5.223 -0.704 3.046  0.16
188 H -6.301 -1.373 1.870  0.15
189 H -5.188 -2.666 4.203  0.33
190 C 2.019 -6.856 -0.861  -0.41
191 C 1.728 -7.224 -2.303  0.22
192 O 2.556 -6.287 -2.984  -0.33
193 C 2.764 -5.203 -2.200  0.67
194 O 3.208 -4.130 -2.542  -0.56
195 O 2.430 -5.474 -0.965  -0.27
196 F 0.453 -7.076 -2.605  -0.22
197 H 2.874 -7.393 -0.451  0.33
198 H 1.130 -7.023 -0.253  0.27
199 H 2.094 -8.201 -2.617  0.30

Its LUMO energy is 0.26 eV. As for the energy: -6680.7938 Eh.